90
Properties=species:S:1:pos:R:3 method="wB97M-V/def2-TZVPD" e_lumo_ev="2.36 / 2.36" gap_ev="5.513 / 6.186" multiplicity=4 max_force_ev_per_a=3.93 charge=-1 e_above_lowest_kcal_mol=7.65
Cr -0.27618 -0.20990 0.66653
O 1.84277 1.77318 0.91508
C 0.68427 1.86547 0.53527
C -0.02422 3.09121 0.25433
C 0.68776 4.28916 -0.04964
C 0.02097 5.40766 -0.47148
C -1.37896 5.41150 -0.62764
C -2.08160 4.25506 -0.33891
C -1.42954 3.10674 0.09567
P -2.19648 1.54695 0.53892
C -3.23489 1.90539 2.00168
C -2.84293 1.42096 3.24516
C -3.58387 1.72300 4.38092
C -4.72850 2.49897 4.28508
C -5.13604 2.97493 3.04489
C -4.39238 2.67992 1.91390
C -3.42433 1.20580 -0.76470
C -4.58829 0.48895 -0.49875
C -5.42689 0.09271 -1.53085
C -5.10615 0.40294 -2.84439
C -3.94035 1.10599 -3.11944
C -3.10216 1.50131 -2.08905
H 1.76412 4.28348 0.06428
H 0.57885 6.31464 -0.68097
H -1.89381 6.29881 -0.97009
H -3.15945 4.24137 -0.46297
H -1.95722 0.80538 3.32205
H -3.26633 1.34029 5.34288
H -5.30816 2.72774 5.17101
H -6.03050 3.57915 2.95901
H -4.71940 3.05390 0.95111
H -4.83500 0.22008 0.52191
H -6.32117 -0.47491 -1.30588
H -5.75635 0.08969 -3.65167
H -3.67472 1.33948 -4.14332
H -2.18306 2.03141 -2.30934
N 1.62467 -0.03922 4.38873
C 1.17759 -0.25898 3.13833
O 0.21379 0.38677 2.70324
C 1.81593 -1.29332 2.27387
C 0.68759 -1.87412 1.43061
H 1.24385 0.73236 4.90883
H 2.46074 -0.48979 4.71019
H 2.38688 -2.01481 2.87291
H 2.51629 -0.77265 1.61121
H -0.03220 -2.41596 2.05004
H 1.07219 -2.52736 0.65058
Br -6.77935 -5.52897 -1.29118
C -5.37491 -4.34718 -0.79266
C -5.18542 -4.06064 0.54984
C -4.15989 -3.19679 0.90667
C -3.34712 -2.64067 -0.07236
C -3.54892 -2.94330 -1.41289
C -4.57124 -3.80350 -1.78195
C -2.24461 -1.70348 0.30951
O -1.44474 -1.32060 -0.59218
O -2.12750 -1.28474 1.48568
H -5.82521 -4.50408 1.30012
H -3.98134 -2.93987 1.94227
H -2.89244 -2.50845 -2.15509
H -4.73986 -4.04967 -2.82132
Cl 4.43557 -5.02089 -2.25431
C 3.15074 -5.75711 -1.34174
C 3.41745 -6.94038 -0.68424
C 2.41249 -7.56708 0.03590
C 1.16985 -6.96861 0.12029
C 0.92182 -5.75995 -0.51651
Cl -0.58861 -4.99295 -0.16833
C 1.89176 -5.13032 -1.31591
N 1.72510 -3.93440 -1.98857
C 0.69883 -3.53847 -2.84967
C -0.23987 -4.43396 -3.35523
C -1.26026 -3.98744 -4.18038
C -1.35018 -2.64927 -4.52570
C -0.37362 -1.77104 -4.07225
C 0.67063 -2.19164 -3.26610
C 1.78938 -1.25628 -2.88859
C 1.90070 -1.00944 -1.37200
O 2.85535 -1.49947 -0.76166
O 0.94902 -0.31226 -0.90797
H 4.40875 -7.36515 -0.75414
H 2.60608 -8.50131 0.54450
H 0.37932 -7.40377 0.71561
H 2.49677 -3.28467 -1.87785
H -0.17542 -5.48227 -3.10066
H -1.99169 -4.69724 -4.54863
H -2.15797 -2.29265 -5.15134
H -0.41068 -0.72513 -4.35365
H 1.63546 -0.29960 -3.38751
H 2.74615 -1.66395 -3.23086


89
Properties=species:S:1:pos:R:3 method="wB97M-V/def2-TZVPD" e_lumo_ev="-3.29 / -4.50" gap_ev="6.985 / 5.826" multiplicity=2 max_force_ev_per_a=0.09 charge=+1 e_above_lowest_kcal_mol=32.54
Fe -0.07760 0.27333 0.11809
C 3.68828 3.49328 2.92198
C 2.42965 4.01899 3.21180
C 1.29048 3.35105 2.82720
C 1.37994 2.12005 2.12452
C 2.66601 1.64796 1.76832
C 3.79506 2.31418 2.19053
N 0.27416 1.42041 1.73270
C -0.94313 1.67239 2.36913
C -1.10355 1.90839 3.73699
C -2.37211 2.10395 4.25699
C -3.49332 2.06647 3.43367
C -3.35211 1.80756 2.07962
C -2.08455 1.59638 1.56732
N -1.81629 1.31538 0.18135
N -2.72941 1.68049 -0.56835
C -2.50230 1.60113 -1.97452
C -3.49424 1.04159 -2.77002
C -3.27794 1.02606 -4.13662
C -2.12184 1.60759 -4.64108
C -1.23638 2.19903 -3.75365
N -1.41779 2.19578 -2.43436
H 4.57879 4.01622 3.24504
H 2.34461 4.96304 3.73324
H 0.32505 3.79644 3.01752
H 2.74897 0.75997 1.16226
H 4.76824 1.91658 1.93526
H -0.23813 1.91109 4.38536
H -2.48892 2.27741 5.31846
H -4.47816 2.22266 3.85189
H -4.20758 1.75772 1.42168
H -4.39236 0.63727 -2.32284
H -4.01106 0.58825 -4.80120
H -1.92661 1.63405 -5.70401
H -0.34370 2.70530 -4.10602
O 3.17323 -1.89481 1.32520
C 2.04046 -1.47800 1.19755
O 1.63525 -0.72515 0.21891
C 0.95399 -1.83729 2.21988
P -0.60204 -1.69019 1.30107
C -1.93913 -2.28760 2.38280
C -2.35271 -3.61958 2.34655
C -3.35185 -4.06738 3.19744
C -3.94323 -3.19371 4.09893
C -3.53061 -1.87020 4.14944
C -2.53681 -1.42004 3.29403
C -0.48472 -2.98622 0.04563
C -1.56762 -2.90228 -0.98485
C -1.42591 -3.81160 -2.23859
C -0.24116 -4.72586 -2.24216
C 0.64103 -4.74103 -1.24700
C 0.53163 -3.83842 -0.09064
H 0.95280 -1.09054 3.01841
H 1.13660 -2.81360 2.66545
H -1.88671 -4.31288 1.65709
H -3.66391 -5.10275 3.16033
H -4.72089 -3.54574 4.76376
H -3.98197 -1.18535 4.85594
H -2.21722 -0.38947 3.34911
H -2.54598 -2.98449 -0.50460
H -2.32679 -4.39096 -2.44363
H -0.13037 -5.40477 -3.08004
H 1.47774 -5.42695 -1.27048
H 1.33458 -3.87435 0.63508
N 2.43769 0.98245 -2.94966
C 3.50542 1.77235 -2.44331
C 4.81135 1.54088 -2.83902
C 5.83002 2.32897 -2.32185
C 5.54765 3.31485 -1.38835
C 4.24129 3.51501 -0.96321
C 3.21821 2.75731 -1.50979
S 1.52271 3.01540 -1.09369
N 0.97953 1.39973 -1.17047
C 1.39468 0.65804 -2.13632
C 0.54985 -0.54166 -2.42451
C 0.74931 -1.35882 -3.62642
C -0.12766 -2.30757 -3.94350
C -1.36026 -2.52831 -3.14077
C -1.48528 -1.64014 -1.88031
N -0.40520 -0.70447 -1.59096
H 2.71053 0.29819 -3.63481
H 5.03346 0.75198 -3.54799
H 6.84866 2.16066 -2.64289
H 6.34431 3.92475 -0.98509
H 4.01014 4.26738 -0.21982
H 1.62465 -1.20997 -4.24214
H 0.03967 -2.93250 -4.81298
H -2.22819 -2.44837 -3.79836
H -2.40039 -1.05240 -1.85262


91
Properties=species:S:1:pos:R:3 method="wB97M-V/def2-TZVPD" e_lumo_ev="-3.56 / -3.51" gap_ev="5.016 / 5.701" multiplicity=4 max_force_ev_per_a=1.06 charge=+1 e_above_lowest_kcal_mol=28.21
V 0.14404 -0.12985 -0.13836
C 3.68372 -4.97517 2.49537
C 2.50755 -4.14528 2.06601
C 1.52203 -4.65512 1.22641
C 0.46042 -3.87737 0.80174
C 0.31524 -2.54204 1.19821
N -0.72158 -1.70155 0.76729
C -2.01649 -2.08469 0.99491
C -2.35997 -3.26985 1.67629
C -3.66373 -3.66345 1.88361
C -4.73422 -2.88493 1.45555
C -6.16168 -3.27767 1.71224
C -4.42225 -1.68394 0.84274
C -3.11062 -1.28488 0.60480
N -2.93660 0.02900 0.02982
C -3.90568 0.79654 -0.50882
C -3.42685 2.08335 -0.61532
C -2.12746 2.00676 -0.12067
N -1.82118 0.76933 0.25485
C 1.29615 -2.05525 2.07419
C 2.37582 -2.82783 2.48100
N 1.18567 -0.73410 2.60168
C 1.57134 -0.28796 3.81433
C 1.27621 1.05168 3.87956
C 0.69635 1.34267 2.64111
N 0.63864 0.26385 1.87566
H 3.48046 -6.03669 2.36954
H 3.92952 -4.80064 3.54186
H 4.56984 -4.73764 1.90516
H 1.59123 -5.68264 0.89351
H -0.28871 -4.31029 0.15282
H -1.56822 -3.89393 2.06497
H -3.85170 -4.58978 2.41144
H -6.26273 -4.35886 1.78914
H -6.81788 -2.93341 0.91453
H -6.53043 -2.84884 2.64450
H -5.23408 -1.03083 0.56307
H -4.86053 0.38599 -0.77778
H -3.94235 2.94077 -1.00270
H -1.38393 2.78369 -0.05009
H 3.12325 -2.39556 3.13446
H 1.98565 -0.95758 4.54434
H 1.43814 1.71576 4.70690
H 0.29780 2.27620 2.27961
O 1.39654 4.63402 -5.30005
N 2.42262 4.25139 -4.77825
O 3.53113 4.66538 -5.02018
C 2.29912 3.27704 -3.65365
C 3.38772 3.16214 -2.86471
C 3.39192 2.25556 -1.75175
C 4.53230 2.00978 -0.96664
C 4.45871 1.05431 0.01157
C 3.25108 0.37364 0.21305
N 2.14846 0.61620 -0.47802
C 2.22735 1.54574 -1.46788
C 1.05947 1.70524 -2.30145
N 0.01032 0.92056 -1.96405
C -1.03088 0.89095 -2.77314
C -1.10081 1.65758 -3.93677
C -0.05930 2.48631 -4.27050
C 1.08168 2.51969 -3.44220
H 4.26933 3.74718 -3.09089
H 5.44545 2.55813 -1.14849
H 5.31150 0.81230 0.62704
H 3.17897 -0.39825 0.96891
H -1.83739 0.22648 -2.48572
H -1.97977 1.60109 -4.55971
H -0.10651 3.09424 -5.15771
C 1.96176 -2.73590 -3.65432
C 1.73458 -1.74262 -2.72241
N 0.68417 -1.75165 -1.89401
C -0.18832 -2.74348 -2.01033
C -0.06956 -3.78030 -2.93126
C 1.05443 -3.78185 -3.74375
C -1.02020 -4.90484 -2.94425
C -2.33867 -4.93576 -2.72601
C -3.34171 -3.85064 -2.67445
C -4.61904 -4.14300 -2.20995
C -5.56200 -3.13507 -2.24709
N -5.29035 -1.92405 -2.72475
C -4.04682 -1.75425 -3.15318
N -3.05727 -2.63284 -3.15174
H 2.83146 -2.69346 -4.29315
H 2.42921 -0.91846 -2.61684
H -1.02425 -2.70998 -1.32900
H 1.21544 -4.58762 -4.44715
H -0.54709 -5.86818 -3.10233
H -2.78178 -5.92138 -2.64436
H -4.86432 -5.12144 -1.82542
H -6.57099 -3.30451 -1.89289
H -3.81911 -0.77731 -3.56414